Molecular formula: C28H60BN3O4P
Method: DFT, ωB97M-V/def2-TZVPD

gap between HOMO and LUMO = 0.1707 Ha
charge = -1
highest occupied orbital energy = -2.9100 eV
LUMO = 1.734 eV
electronic energy = -1934.07382 Ha

XYZ file:
```
97
C28H60BN3O4P | the Open Molecules 2025 dataset | ωB97M-V/def2-TZVPD
C -4.255 -4.726 5.626
C -4.302 -6.283 5.186
C -3.440 -6.514 3.877
C -4.271 -6.580 2.526
C -5.499 -5.579 2.429
C -5.562 -4.708 1.098
C -4.188 -4.060 0.639
C -3.352 -3.349 1.787
P -4.224 -1.881 2.651
C -2.865 -0.610 2.155
O -2.564 -0.549 0.727
C -1.684 0.551 0.498
C -0.218 0.086 0.041
O 0.579 1.307 0.077
C 1.956 1.004 0.296
C 2.908 2.117 -0.346
O 3.450 3.013 0.641
C 4.578 3.737 0.108
C 4.661 5.224 0.702
B -5.101 -0.503 3.727
C -4.891 -0.514 5.341
O -5.966 0.522 3.168
H -3.507 -4.531 6.443
H -3.981 -4.115 4.706
H -5.282 -4.343 5.928
H -5.395 -6.531 5.083
H -3.905 -6.846 6.093
H -2.565 -5.787 3.843
H -2.949 -7.538 3.998
H -3.538 -6.491 1.667
H -4.681 -7.642 2.454
H -6.439 -6.226 2.425
H -5.613 -4.877 3.299
H -6.294 -3.868 1.263
H -5.982 -5.387 0.284
H -4.437 -3.259 -0.133
H -3.585 -4.842 0.068
H -2.339 -3.084 1.330
H -3.121 -4.122 2.588
H -5.060 -1.570 1.491
H -5.276 -2.795 3.105
H -3.410 -2.189 3.846
H -3.266 0.426 2.451
H -1.876 -0.760 2.713
H -2.071 1.288 -0.281
H -1.504 1.181 1.428
H -0.219 -0.395 -0.984
H 0.198 -0.617 0.834
H 2.197 1.006 1.404
H 2.269 0.013 -0.142
H 2.376 2.733 -1.137
H 3.792 1.623 -0.867
H 5.518 3.200 0.447
H 4.545 3.800 -1.027
H 5.604 5.754 0.364
H 3.787 5.816 0.312
H 4.642 5.219 1.832
H -3.979 -1.090 5.679
H -4.722 0.559 5.697
H -5.773 -0.984 5.886
H -6.586 0.037 2.596
C 10.512 6.323 -0.465
C 9.894 5.252 0.428
C 9.142 4.178 -0.361
C 8.023 4.800 -1.132
N 7.153 5.285 -1.729
H 9.748 6.873 -1.020
H 11.061 7.050 0.137
H 11.208 5.881 -1.183
H 9.216 5.732 1.140
H 10.686 4.775 1.012
H 8.731 3.430 0.319
H 9.815 3.671 -1.057
C -0.228 3.509 -2.310
C -1.124 4.390 -3.174
C -1.583 3.696 -4.459
C -0.399 3.332 -5.294
N 0.523 3.054 -5.945
H 0.698 3.247 -2.828
H 0.051 4.033 -1.394
H -0.739 2.585 -2.030
H -0.586 5.310 -3.423
H -2.003 4.681 -2.593
H -2.232 4.360 -5.035
H -2.148 2.790 -4.225
C 0.657 -0.294 -7.294
C 2.068 -0.319 -6.719
C 2.827 -1.606 -7.054
C 2.109 -2.789 -6.489
N 1.549 -3.707 -6.050
H 0.039 -1.094 -6.879
H 0.169 0.652 -7.055
H 0.675 -0.403 -8.383
H 2.011 -0.195 -5.634
H 2.627 0.535 -7.111
H 3.834 -1.570 -6.633
H 2.917 -1.729 -8.136
```

Molecular formula: C4H8NO3P
Method: DFT, ωB97M-V/def2-TZVPD

SMILES = CC/C(N)=C(/O)OP=O
gap between HOMO and LUMO = 0.2628 Ha
charge = 0
highest occupied orbital energy = -7.4709 eV
LUMO = -0.319 eV
relative energy (zero: lowest compared OMol25 entry of this formula, charge and spin) = 0.984 eV
electronic energy = -779.02188 Ha

XYZ file:
```
17
C4H8NO3P | the Open Molecules 2025 dataset | ωB97M-V/def2-TZVPD
C 1.431 -1.514 -0.486
C 0.456 -0.907 0.497
C 0.283 0.574 0.264
N 1.436 1.304 0.511
C -0.889 1.090 -0.089
O -0.966 2.429 -0.435
O -1.938 0.342 -0.393
P -2.883 -0.754 0.408
O -3.862 -1.125 -0.595
H 1.945 -2.453 -0.089
H 2.000 -0.690 -0.766
H 0.883 -1.751 -1.336
H -0.368 -1.571 0.298
H 0.860 -0.945 1.451
H 2.186 0.951 1.018
H 1.192 2.306 0.530
H -1.764 2.713 -0.788
```

Molecular formula: C4H8O3
Method: DFT, ωB97M-V/def2-TZVPD

SMILES = O=CCO.CC=O
gap between HOMO and LUMO = 0.3859 Ha
charge = 0
highest occupied orbital energy = -9.9249 eV
LUMO = 0.577 eV
relative energy (zero: lowest compared OMol25 entry of this formula, charge and spin) = 2.090 eV
electronic energy = -382.88800 Ha

XYZ file:
```
15
C4H8O3 | the Open Molecules 2025 dataset | ωB97M-V/def2-TZVPD
O 2.496 -1.704 -0.530
C 1.518 -1.079 -0.193
C 1.642 0.299 0.432
O 2.824 0.426 1.173
H 0.502 -1.495 -0.333
H 1.582 1.030 -0.393
H 0.795 0.500 1.097
H 3.499 -0.089 0.706
C -2.386 0.565 0.237
C -1.714 -0.055 -0.957
O -0.746 0.423 -1.504
H -1.707 1.267 0.730
H -3.263 1.118 -0.120
H -2.741 -0.193 0.943
H -2.164 -0.992 -1.350
```

Molecular formula: C33H19F5N6ORuS3
Method: DFT, ωB97M-V/def2-TZVPD

2S+1 = 5
gap between HOMO and LUMO (alpha / beta) = 0.2558 / 0.1759 Ha
<S²> = 6.050
charge = +2
highest occupied orbital energy (alpha / beta) = -12.9044 / -12.9105 eV
LUMO (alpha / beta) = -5.943 / -8.123 eV
relative energy (zero: lowest compared OMol25 entry of this formula, charge and spin) = 0.020 eV
electronic energy = -3460.97008 Ha

XYZ file:
```
68
C33H19F5N6ORuS3 | the Open Molecules 2025 dataset | ωB97M-V/def2-TZVPD
Ru -0.561 0.149 -0.135
N 2.079 -0.964 3.256
C 1.479 -0.645 2.107
S -0.270 -0.544 2.137
N 2.228 -0.425 1.063
N 1.542 -0.073 -0.059
C 2.266 0.076 -1.109
C 1.667 0.481 -2.369
C 2.441 0.763 -3.485
C 1.809 1.208 -4.635
C 0.434 1.371 -4.625
C -0.267 1.065 -3.468
N 0.331 0.614 -2.367
H 1.545 -1.160 4.083
H 3.083 -1.032 3.286
H 3.335 -0.081 -1.023
H 3.516 0.645 -3.443
H 2.386 1.435 -5.521
H -0.095 1.730 -5.497
H -1.340 1.195 -3.420
S -7.348 -0.986 1.539
C -7.786 -2.619 1.352
C -6.805 -3.350 0.752
C -5.666 -2.566 0.453
C -5.806 -1.254 0.826
C -4.838 -0.169 0.672
C -3.498 -0.466 0.377
N -2.574 0.467 0.198
C -2.905 1.778 0.350
C -4.206 2.173 0.660
C -4.481 3.578 0.811
C -3.502 4.497 0.673
C -2.151 4.105 0.370
C -1.087 5.004 0.219
C 0.189 4.547 -0.059
C 0.360 3.156 -0.197
N -0.629 2.292 -0.075
C -1.874 2.748 0.207
C 1.328 5.449 -0.209
C 1.458 6.719 0.282
C 2.700 7.314 -0.049
C 3.490 6.488 -0.788
S 2.739 4.986 -1.086
C -5.172 1.169 0.806
H -8.751 -2.960 1.691
H -6.893 -4.404 0.539
H -4.786 -2.967 -0.031
H -3.161 -1.490 0.297
H -5.492 3.883 1.046
H -3.719 5.550 0.794
H -1.274 6.067 0.309
H 1.340 2.743 -0.405
H 0.707 7.210 0.886
H 2.995 8.308 0.251
H 4.476 6.684 -1.177
H -6.194 1.454 1.029
F -2.697 -5.133 -4.766
C -2.215 -4.350 -3.844
C -1.178 -4.807 -3.016
F -0.710 -6.024 -3.188
C -0.678 -3.979 -2.050
F 0.301 -4.370 -1.271
C -1.180 -2.632 -1.865
O -0.691 -1.909 -0.968
C -2.241 -2.220 -2.749
F -2.743 -1.002 -2.588
C -2.745 -3.049 -3.702
F -3.727 -2.668 -4.494
```

Molecular formula: C31H29F5I2O21S
Method: DFT, ωB97M-V/def2-TZVPD

gap between HOMO and LUMO = 0.3094 Ha
charge = 0
highest occupied orbital energy = -8.6990 eV
LUMO = -0.279 eV
relative energy (zero: lowest compared OMol25 entry of this formula, charge and spin) = 0.000 eV
electronic energy = -4271.56336 Ha

XYZ file:
```
89
C31H29F5I2O21S | the Open Molecules 2025 dataset | ωB97M-V/def2-TZVPD
C -2.968 -0.414 3.093
C -2.204 0.311 2.534
C -1.316 1.307 1.813
C -2.082 1.554 0.533
C -2.773 0.550 -0.122
C -3.455 0.793 -1.290
C -3.509 2.071 -1.831
C -2.838 3.076 -1.170
C -2.130 2.821 -0.014
O -1.317 2.405 2.747
S -0.268 1.974 3.929
O -1.033 1.698 5.092
O 0.754 2.951 4.097
O 0.390 0.690 3.254
C 0.061 0.619 1.787
C 1.302 1.303 1.164
C 1.236 2.833 0.931
C 0.876 3.269 -0.473
O 0.453 4.375 -0.661
O 1.090 2.397 -1.505
C 0.050 -0.895 1.491
I 0.149 -2.203 3.162
C 0.011 -1.384 0.249
C -0.027 -0.550 -0.991
I 0.030 -3.452 -0.170
H -3.757 -0.783 3.697
H -2.768 -0.460 0.257
H -3.957 -0.009 -1.808
H -4.069 2.247 -2.737
H -2.889 4.074 -1.581
H -1.643 3.665 0.452
H 1.629 0.846 0.237
H 2.103 1.131 1.874
H 0.648 3.381 1.653
H 2.260 3.194 1.046
H 1.858 2.690 -2.009
H -0.758 -0.917 -1.706
H -0.231 0.496 -0.815
H 0.949 -0.600 -1.482
C 1.624 -1.844 -5.166
C 0.592 -2.736 -5.807
O -0.531 -2.565 -4.956
C -0.436 -1.318 -4.414
O -1.326 -0.758 -3.866
O 0.805 -0.810 -4.593
F 0.966 -4.038 -5.790
H 2.167 -2.360 -4.371
H 2.335 -1.434 -5.886
H 0.320 -2.454 -6.826
C -1.408 -0.065 7.644
C -1.550 -0.881 8.906
O -2.047 -2.114 8.419
C -1.582 -2.253 7.141
O -1.587 -3.268 6.533
O -1.110 -1.072 6.674
F -2.458 -0.341 9.759
H -2.336 0.438 7.373
H -0.610 0.671 7.698
H -0.615 -1.054 9.442
C 4.010 -0.428 5.503
C 3.871 -1.251 6.763
O 3.405 -2.490 6.268
C 3.887 -2.618 4.994
O 3.908 -3.629 4.384
O 4.340 -1.424 4.531
F 2.942 -0.731 7.606
H 3.069 0.054 5.229
H 4.791 0.325 5.570
H 4.803 -1.405 7.309
C 5.510 1.044 -5.201
C 6.367 -0.189 -5.353
O 5.434 -1.148 -5.826
C 4.475 -0.466 -6.508
O 3.689 -0.967 -7.244
O 4.535 0.856 -6.234
F 6.869 -0.604 -4.167
H 5.012 1.074 -4.232
H 6.061 1.969 -5.349
H 7.181 -0.092 -6.073
C -5.349 -1.408 -5.712
C -5.959 -0.565 -4.618
O -5.456 0.725 -4.909
C -5.243 0.776 -6.259
O -5.075 1.771 -6.875
O -5.261 -0.472 -6.791
F -5.523 -0.945 -3.392
H -4.349 -1.755 -5.446
H -5.964 -2.262 -5.985
H -7.050 -0.540 -4.620
```

Molecular formula: C41H74F6N3O23S2
Method: DFT, ωB97M-V/def2-TZVPD

gap between HOMO and LUMO = 0.3107 Ha
charge = -1
highest occupied orbital energy = -6.5306 eV
LUMO = 1.923 eV
electronic energy = -4897.06435 Ha

XYZ file:
```
149
C41H74F6N3O23S2 | the Open Molecules 2025 dataset | ωB97M-V/def2-TZVPD
C -1.095 -1.987 0.463
F -2.098 -2.289 -0.365
F -1.588 -1.338 1.503
F -0.504 -3.105 0.826
S 0.089 -0.910 -0.513
O 0.521 -1.669 -1.653
O -0.603 0.319 -0.820
N 1.367 -0.843 0.630
S 1.881 0.632 0.596
O 2.116 1.186 -0.717
O 1.228 1.469 1.576
C 3.642 0.521 1.238
F 4.123 1.752 1.409
F 3.760 -0.200 2.350
F 4.430 -0.065 0.315
O -0.187 4.254 -3.931
C -0.580 4.274 -2.800
O -1.803 4.780 -2.491
C -2.159 4.446 -1.144
C -0.852 4.160 -0.422
C 0.098 3.740 -1.549
H -2.779 3.549 -1.150
H -2.683 5.280 -0.681
H -1.032 3.385 0.321
H -0.463 5.083 0.011
H -0.055 2.657 -1.589
H 1.113 4.091 -1.413
O 3.036 5.048 0.230
C 3.392 4.724 1.324
O 2.523 4.151 2.189
C 3.137 3.766 3.408
C 4.623 4.215 3.321
C 4.754 4.849 1.942
H 3.131 2.682 3.506
H 2.664 4.179 4.298
H 5.236 3.320 3.433
H 4.968 4.895 4.099
H 5.510 4.417 1.289
H 4.989 5.911 2.024
O -1.959 5.016 2.911
C -1.747 3.860 3.143
O -2.732 2.933 3.052
C -2.224 1.607 3.300
C -0.925 1.825 4.067
C -0.471 3.220 3.612
H -2.021 1.150 2.329
H -2.887 0.968 3.874
H -0.124 1.121 3.844
H -1.133 1.791 5.139
H 0.296 3.150 2.843
H -0.045 3.784 4.441
O -5.879 -3.476 1.833
C -5.915 -2.336 2.206
O -6.981 -1.547 1.983
C -6.685 -0.149 2.233
C -5.316 -0.128 2.928
C -4.799 -1.577 2.923
H -7.421 0.311 2.886
H -6.614 0.284 1.240
H -5.431 0.245 3.946
H -4.694 0.546 2.345
H -4.637 -1.983 3.917
H -3.902 -1.566 2.307
O -1.513 -5.515 -6.249
C -1.345 -4.348 -6.023
O -1.021 -3.892 -4.806
C -0.846 -2.466 -4.798
C -0.678 -2.083 -6.268
C -1.447 -3.195 -6.993
H 0.062 -2.279 -4.230
H -1.691 -1.954 -4.338
H 0.349 -2.132 -6.628
H -1.095 -1.106 -6.505
H -0.999 -3.499 -7.936
H -2.499 -2.962 -7.162
O 5.828 -0.929 -5.255
C 4.820 -0.544 -4.714
O 4.095 -1.334 -3.921
C 2.921 -0.661 -3.438
C 2.751 0.586 -4.313
C 4.177 0.823 -4.795
H 3.061 -0.324 -2.409
H 2.071 -1.330 -3.488
H 2.390 1.441 -3.740
H 1.975 0.433 -5.067
H 4.715 1.330 -3.982
H 4.364 1.353 -5.721
C -2.232 -4.594 2.912
O -2.217 -5.871 3.533
H -2.897 -3.916 3.456
H -1.220 -4.199 2.968
H -2.549 -4.649 1.868
H -3.114 -6.201 3.617
C 1.248 -2.351 4.206
O 0.647 -1.274 3.487
H 0.612 -3.234 4.022
H 2.211 -2.646 3.785
H 1.239 -2.264 5.289
H 0.916 -1.412 2.567
C 4.653 3.644 -1.914
O 5.559 3.012 -2.802
H 3.903 4.194 -2.483
H 4.081 2.906 -1.333
H 5.150 4.316 -1.209
H 6.333 2.749 -2.274
C 5.766 -2.899 1.567
O 5.922 -4.283 1.739
H 6.725 -2.402 1.436
H 5.196 -2.650 0.662
H 5.176 -2.386 2.335
H 5.050 -4.688 1.719
C -1.922 -1.739 5.325
O -3.236 -1.544 5.878
H -1.904 -1.479 4.267
H -1.236 -1.081 5.862
H -1.672 -2.781 5.491
H -3.414 -0.610 6.002
C 7.594 0.579 -1.780
O 7.834 1.983 -1.639
H 8.464 -0.029 -1.522
H 6.759 0.375 -1.115
H 7.376 0.344 -2.825
H 8.732 2.257 -1.832
C 2.939 -3.738 -0.642
O 2.447 -3.501 0.661
H 3.576 -2.908 -0.961
H 3.536 -4.653 -0.663
H 2.150 -3.887 -1.386
H 2.203 -2.562 0.738
N -4.875 0.367 -1.406
C -3.755 0.610 -0.673
C -4.030 1.680 0.146
C -5.337 2.122 -0.143
C -5.873 1.244 -1.070
H -5.050 -0.458 -1.965
H -2.867 0.026 -0.816
H -3.311 2.119 0.817
H -5.845 2.902 0.402
H -6.866 1.135 -1.469
N -6.902 -2.305 -2.820
C -5.759 -2.204 -3.574
C -4.718 -2.609 -2.759
C -5.240 -2.959 -1.505
C -6.599 -2.745 -1.559
H -7.825 -2.052 -3.121
H -5.778 -1.841 -4.586
H -3.704 -2.731 -3.112
H -4.757 -3.285 -0.599
H -7.345 -2.736 -0.781
```